[1]
An isolated molecule of C9H11BrClN3, computed with ωB97M-V/def2-TZVPD.

Computed properties:
- SMILES = [H]/N=C\C[C@@](Br)(C#N)[C@H](C#N)[C@H](Cl)CC
- E (eV) = -96545.3047
- net charge = 0
- HOMO energy (eV) = -10.3

Positions of all 25 atoms, in Å:
H -1.0817 -3.2532 -2.0930
N -0.3300 -2.8925 -2.6833
C 0.5659 -2.3303 -1.9871
C 0.6106 -2.3338 -0.4786
C 1.1615 -1.0550 0.2122
Br 1.9972 -1.6325 1.9000
C 2.2404 -0.4527 -0.5708
N 3.0936 -0.0074 -1.1974
C 0.0301 -0.0196 0.4669
C -0.6845 0.1480 -0.8080
N -1.2854 0.2567 -1.7765
C 0.4452 1.3864 0.9643
Cl 0.7107 1.3874 2.7335
C -0.5816 2.4769 0.6510
C -2.0006 2.2095 1.1771
H 1.3971 -1.8887 -2.5303
H -0.3793 -2.5309 -0.0723
H 1.2647 -3.1528 -0.1831
H -0.6737 -0.4537 1.1763
H 1.3869 1.6776 0.5041
H -0.1939 3.3763 1.1262
H -0.5799 2.6679 -0.4193
H -2.0712 1.2640 1.7102
H -2.3382 3.0064 1.8300
H -2.7038 2.1457 0.3480

[2]
A cluster of 16 separate species, C80H208N16O24 in total at a distorted geometry, computed with ωB97M-V/def2-TZVPD.

Computed properties:
- E (eV) = -159297.6877
- net charge = 0
- HOMO energy (eV) = -8.4

Positions of all 328 atoms, in Å:
C 22.0511 25.7637 15.1378
O 21.2442 24.6411 15.5179
C 21.4750 23.3968 14.9357
C 20.7486 23.3036 13.6350
N 19.3343 23.4614 13.8637
C 18.5174 23.7939 12.7317
C 17.0870 23.7440 13.1081
O 16.9401 24.6818 14.0911
C 15.6258 24.6795 14.6552
H 23.1422 25.5428 15.0337
H 21.7524 26.5114 15.8775
H 21.8132 26.0527 14.1284
H 21.1578 22.6303 15.6097
H 22.5665 23.1620 14.7836
H 20.9480 22.3340 13.1578
H 21.1684 24.1194 12.9530
H 19.0072 24.0333 14.6062
H 18.6254 23.1107 11.8895
H 18.8149 24.7685 12.2515
H 16.6857 22.7443 13.3668
H 16.4970 23.9405 12.1457
H 15.4276 23.7214 15.1550
H 14.8662 24.8126 13.8464
H 15.5816 25.4246 15.3988
C 20.6416 15.0707 18.0907
O 19.7659 14.4859 17.2149
C 18.9065 15.4214 16.6408
C 17.7653 14.7051 15.9556
N 16.8220 15.6521 15.3818
C 15.7031 14.7943 14.8607
C 14.4589 15.5057 14.4907
O 14.5918 16.4334 13.3546
C 13.4579 17.3568 13.2705
H 21.2614 14.2696 18.4882
H 20.2042 15.5328 19.0264
H 21.2880 15.8452 17.6451
H 19.4428 15.9213 15.7939
H 18.4412 16.1723 17.3287
H 17.2558 14.0881 16.7132
H 18.0786 14.0126 15.1782
H 17.2407 16.0820 14.5742
H 15.4927 14.0682 15.6296
H 16.1012 14.1892 13.9568
H 14.2035 16.0662 15.4197
H 13.5853 14.8729 14.2568
H 13.5495 18.0561 14.1187
H 12.5032 16.8047 13.3585
H 13.5691 17.8493 12.2840
C 24.3307 19.7124 18.8102
O 24.4581 21.1218 18.7603
C 23.2681 21.7628 18.3400
C 23.2974 23.2011 18.9066
N 21.9126 23.7946 18.6720
C 21.8399 25.2601 18.9231
C 21.6733 25.4961 20.4122
O 22.9918 25.5298 21.0632
C 22.9327 25.5052 22.4985
H 24.1051 19.3753 17.7603
H 23.4642 19.4671 19.4490
H 25.2067 19.2907 19.3017
H 22.3649 21.2195 18.6894
H 23.1686 21.7159 17.2220
H 24.1393 23.7259 18.3986
H 23.5740 23.1877 19.9599
H 21.7753 23.6709 17.7067
H 20.9058 25.6359 18.4994
H 22.7349 25.8512 18.6013
H 21.0536 24.7268 20.8575
H 21.1432 26.4662 20.6071
H 23.9415 25.3070 22.8338
H 22.2649 24.6458 22.7780
H 22.5694 26.4475 22.9284
C 22.8395 12.1321 21.2992
O 21.6128 12.0800 20.6877
C 20.9594 10.8930 20.9003
C 19.5526 10.8322 20.3174
N 18.7729 12.0163 20.7662
C 18.8505 13.1762 19.9366
C 17.4631 13.9332 20.0229
O 16.4560 13.1849 19.3312
C 15.2134 13.8770 19.1613
H 23.5599 11.4383 20.9184
H 22.7904 12.0406 22.3882
H 23.1769 13.1457 21.1343
H 20.9856 10.7562 22.0155
H 21.5376 10.0466 20.5203
H 19.0060 9.9258 20.6630
H 19.6257 10.8116 19.1936
H 17.8095 11.7993 20.9891
H 19.0529 12.9268 18.9122
H 19.6742 13.8266 20.2163
H 17.5072 14.9491 19.6233
H 17.1829 14.0684 21.1005
H 15.3233 14.6562 18.3915
H 14.8509 14.3622 20.0800
H 14.5058 13.1625 18.7149
C 16.1518 20.5141 14.8701
O 16.8947 19.9438 13.8479
C 18.1450 19.4138 14.2908
C 18.7114 18.6374 13.1121
N 17.9529 17.4616 12.8772
C 18.2796 16.6639 11.6471
C 17.5845 15.2838 11.8455
O 17.7574 14.5845 10.6608
C 17.0873 13.3443 10.6294
H 15.1900 20.7323 14.3642
H 16.5674 21.4916 15.2259
H 15.9689 19.8885 15.7104
H 17.9906 18.6875 15.1390
H 18.8830 20.2319 14.5761
H 19.7117 18.3842 13.4136
H 18.6159 19.2563 12.2081
H 16.9454 17.6819 12.8439
H 19.3918 16.5917 11.5126
H 17.9204 17.2125 10.7713
H 16.5282 15.4240 12.0925
H 18.1721 14.8197 12.6814
H 17.1774 12.8466 11.6164
H 17.4820 12.7564 9.8073
H 15.9418 13.4454 10.4312
C 14.5583 22.7009 17.8008
O 13.9321 22.1100 16.6053
C 12.6900 22.7772 16.3444
C 12.2161 22.3354 14.9771
N 13.0224 22.8783 13.8485
C 12.4754 22.5644 12.4931
C 13.5609 22.6405 11.4198
O 14.5512 21.6184 11.5321
C 15.4714 21.5560 10.4855
H 14.1057 22.2370 18.6889
H 14.4311 23.7868 17.7890
H 15.5903 22.4000 17.7911
H 12.8054 23.8613 16.4162
H 11.9260 22.4659 17.0808
H 11.2098 22.6213 14.7868
H 12.2710 21.2271 14.9641
H 13.9760 22.4785 13.8668
H 11.6739 23.2033 12.1643
H 12.0980 21.5226 12.4870
H 13.9963 23.6719 11.4850
H 13.1063 22.5153 10.4559
H 15.8904 22.5797 10.3387
H 15.0107 21.2610 9.4559
H 16.2462 20.7636 10.7736
C 28.9638 13.0551 18.6064
O 27.8747 13.7658 18.0482
C 27.9665 15.1219 18.2694
C 26.7465 15.7127 17.4991
N 25.5291 15.3807 18.2706
C 24.4283 16.2364 17.8153
C 24.0410 16.0148 16.3590
O 22.9435 16.8574 16.0530
C 22.2243 16.4871 14.8559
H 29.8593 13.5199 18.2470
H 28.9215 12.0245 18.3053
H 28.9612 13.0749 19.6737
H 28.8580 15.6451 17.8131
H 27.8151 15.4095 19.3249
H 26.8040 15.2573 16.4868
H 26.8430 16.7687 17.4202
H 25.3769 14.4035 18.0960
H 24.7007 17.3263 17.8424
H 23.5660 16.1049 18.4471
H 23.6576 15.0136 16.2786
H 24.9258 16.2011 15.7137
H 21.4819 17.3088 14.6479
H 21.7568 15.5241 15.0132
H 22.9472 16.4768 14.0679
C 20.4582 12.6222 14.0279
O 21.1883 13.7072 13.4129
C 21.6925 13.2514 12.1220
C 22.5991 14.4212 11.5328
N 21.7503 15.5989 11.3295
C 22.4894 16.6334 10.5828
C 22.0357 18.0473 10.7920
O 22.3044 18.4150 12.1591
C 21.9417 19.7814 12.5479
H 21.1608 11.8697 14.3969
H 19.8110 12.0769 13.3345
H 19.9491 13.0141 14.8639
H 20.7555 13.1987 11.5253
H 22.2803 12.3321 12.2131
H 23.0717 14.0455 10.6015
H 23.4817 14.5526 12.2233
H 21.4849 15.9805 12.2542
H 22.3932 16.4038 9.4811
H 23.5745 16.5481 10.8096
H 20.9512 17.9510 10.5955
H 22.4781 18.7735 10.1666
H 20.8755 19.9286 12.5995
H 22.4070 20.4446 11.8589
H 22.3492 19.8725 13.5562
C 19.3774 15.6660 24.0881
C 20.0925 14.8460 22.9630
C 21.2763 15.5809 22.2978
O 20.7327 16.5223 21.3817
C 21.7604 17.2999 20.7972
N 20.5990 13.6278 23.5167
H 18.4124 15.1907 24.3455
H 19.1831 16.6644 23.7263
H 20.0301 15.6961 24.9850
H 19.3371 14.7009 22.1817
H 21.9245 14.8742 21.6334
H 21.9682 16.0433 23.0136
H 21.2687 17.9867 20.0836
H 22.4531 16.5938 20.2883
H 22.3602 17.9024 21.5684
H 20.6445 12.8582 22.8748
H 19.9905 13.3282 24.3039
C 12.9627 19.2070 20.0316
C 12.6002 19.2342 18.5246
C 13.5790 18.4094 17.7834
O 14.9654 18.7565 18.1519
C 16.0409 17.9873 17.5837
N 11.2152 18.8245 18.2451
H 13.9967 19.4944 20.1890
H 12.8207 18.2752 20.5155
H 12.3964 19.9336 20.6053
H 12.7594 20.2343 18.1901
H 13.3554 18.6143 16.7081
H 13.4007 17.3167 17.9850
H 16.0941 18.1889 16.5431
H 15.8900 16.8874 17.7645
H 16.8833 18.3533 18.0787
H 10.4139 19.4217 18.2527
H 10.9728 18.0505 18.8622
C 21.1978 28.9786 16.9967
C 19.6967 29.3264 17.2236
C 18.8328 28.4049 16.3410
O 18.6144 27.2797 17.1760
C 18.0768 26.2408 16.3734
N 19.4120 29.2553 18.6609
H 21.4144 29.1103 15.9178
H 21.5101 27.9886 17.2302
H 21.8684 29.6754 17.5521
H 19.5914 30.3902 16.9449
H 19.3696 28.1648 15.4362
H 17.9187 28.9136 16.0424
H 18.8308 25.7443 15.7562
H 17.2938 26.7041 15.7389
H 17.5929 25.5718 17.0268
H 19.3986 28.3152 18.9680
H 18.5750 29.6663 18.9485
C 16.3428 17.5726 21.0222
C 17.2223 18.8491 21.0226
C 17.0588 19.4664 22.3773
O 15.7127 19.6985 22.6992
C 15.5138 20.2905 23.9595
N 18.6464 18.6660 20.7158
H 15.2755 17.7029 21.0449
H 16.6441 16.8543 21.8279
H 16.5077 17.0130 20.1035
H 16.7849 19.5330 20.3147
H 17.6979 20.3339 22.4471
H 17.4360 18.8225 23.1499
H 14.4523 20.0631 24.0600
H 15.7062 21.3829 23.9346
H 16.0956 19.7680 24.7203
H 18.8820 18.7836 19.7303
H 19.1478 17.9747 21.2617
C 20.2011 27.1593 26.5378
C 20.2875 26.2238 25.3205
C 19.4176 24.9993 25.4834
O 19.7917 24.1591 24.3937
C 18.6618 23.2395 24.0832
N 19.9966 26.8736 24.1020
H 19.2372 27.5537 26.7539
H 20.8228 28.1165 26.2490
H 20.6150 26.7278 27.4420
H 21.3675 25.9750 25.3275
H 18.3561 25.4014 25.3916
H 19.6127 24.5562 26.4980
H 18.3426 22.8834 25.0617
H 19.0711 22.4433 23.5217
H 17.8269 23.7142 23.5723
H 19.0034 27.1287 24.1124
H 20.0219 26.1564 23.3827
C 18.4998 23.1433 17.6745
C 18.7710 21.8640 18.4799
C 19.7025 21.0528 17.5829
O 20.1521 19.8060 18.1593
C 20.7111 19.0189 17.1293
N 19.3497 22.1759 19.7846
H 17.7504 23.7139 18.2302
H 18.0984 22.9585 16.6455
H 19.4312 23.7381 17.6657
H 17.8312 21.2985 18.6187
H 20.4671 21.7740 17.2734
H 19.0893 20.7822 16.6832
H 21.5998 19.4395 16.7202
H 19.9528 18.7090 16.4123
H 21.0200 18.0609 17.6760
H 19.3850 21.3818 20.3880
H 20.2796 22.5452 19.6485
C 20.0575 18.7226 25.7373
C 21.3676 18.9687 24.9436
C 21.0925 19.8502 23.7131
O 22.2442 20.0374 22.9515
C 22.0591 20.9080 21.8317
N 22.3643 19.4650 25.9004
H 19.3497 18.1728 25.0808
H 19.5173 19.6742 25.9054
H 20.2068 18.1318 26.6293
H 21.7156 18.0605 24.4710
H 20.6704 20.8490 23.9995
H 20.3579 19.2754 23.0479
H 22.9781 20.9780 21.2413
H 21.7485 21.9389 22.1712
H 21.2566 20.4791 21.1802
H 21.9196 20.2006 26.4342
H 23.0811 19.9650 25.3670
C 15.9177 23.0739 21.5158
C 16.2310 24.0998 20.5084
C 15.1109 25.1050 20.2449
O 15.3740 25.7764 19.0185
C 14.4860 26.7227 18.5464
N 17.3602 24.9290 20.8801
H 15.0054 22.5827 21.2638
H 15.7966 23.6061 22.4577
H 16.6577 22.2891 21.5366
H 16.3123 23.5691 19.5420
H 14.9564 25.8034 21.0918
H 14.1521 24.5543 20.1681
H 13.5703 26.3089 18.1678
H 14.9710 27.0788 17.6790
H 14.3404 27.4805 19.3088
H 18.1866 24.4046 21.0501
H 17.6000 25.6044 20.2037